1.
DFT (ωB97M-V with the def2-TZVPD basis set) results for a molecular structure, C10H30N10O20 in a non-equilibrium geometry.

Output
HOMO level: -8.737 eV
total energy: -2449.121747 a.u.
relative energy (zero: lowest compared OMol25 entry of this formula, charge and spin): 833.48 kcal per mole

Structure (ORCA input):
```
! RIJCOSX wB97M-V def2-TZVPD def2/J DEFGRID3
* xyz 0 1
C 1.7274 1.4014 -2.7344
N 2.4130 0.4167 -1.7975
O 2.2116 0.4827 -0.5979
O 3.1474 -0.4489 -2.2309
H 2.5320 2.1278 -2.8489
H 0.8353 1.8420 -2.2894
H 1.4415 0.9082 -3.6635
C -3.4346 -2.9767 -1.5150
N -3.1802 -2.5195 -0.1483
O -2.0543 -2.0726 0.0932
O -4.1001 -2.5599 0.6520
H -2.6529 -3.7273 -1.6317
H -3.2578 -2.1611 -2.2161
H -4.3926 -3.4962 -1.5402
C -0.3336 -0.8853 0.0073
N 0.2474 0.5101 -0.0140
O 0.9612 0.8673 0.9316
O 0.0245 1.2024 -0.9651
H 0.0575 -1.4563 0.8493
H -0.0472 -1.4090 -0.9048
H -1.4130 -0.7353 -0.0159
C -0.6525 2.9286 0.7710
N -0.3331 3.4855 -0.6040
O -0.1630 4.7295 -0.7251
O -0.2932 2.6722 -1.5230
H -0.2436 1.9182 0.7705
H -1.7297 3.0440 0.8911
H -0.0973 3.4372 1.5591
C 2.2501 -2.6624 -2.1926
N 1.4155 -2.6924 -0.9763
O 2.0350 -2.5414 0.0905
O 0.2319 -2.9108 -1.1348
H 3.2060 -2.1485 -2.0919
H 1.7534 -2.1675 -3.0272
H 2.4777 -3.7077 -2.4017
C 1.8417 2.7952 0.4288
N 3.2776 2.4475 0.3439
O 3.9999 2.9003 -0.5623
O 3.7909 1.9213 1.3793
H 1.4478 2.1771 1.2355
H 1.3236 2.5272 -0.4920
H 1.8431 3.8674 0.6255
C -0.2821 -1.2369 -4.0753
N -0.2312 -1.2179 -2.6091
O 0.7963 -0.7526 -2.1147
O -1.2786 -1.6209 -2.0714
H -0.1285 -2.2896 -4.3128
H 0.3506 -0.4869 -4.5499
H -1.2996 -0.8943 -4.2635
C 1.6771 0.6427 2.5769
N 2.1604 1.1286 3.8758
O 1.5611 0.8029 4.8993
O 3.2201 1.7716 3.8576
H 0.6328 0.3598 2.7095
H 2.1865 -0.3191 2.5176
H 1.9695 1.3405 1.7923
C -2.5575 1.3061 3.0224
N -1.3684 0.9942 2.2387
O -1.4947 0.6151 1.0792
O -0.3069 1.2995 2.7416
H -3.1858 2.0503 2.5330
H -2.2929 1.6443 4.0243
H -3.1004 0.3626 3.0787
C -2.4896 -1.2782 1.8513
N -1.7646 -2.5909 1.9646
O -2.2369 -3.4622 2.6587
O -0.8048 -2.7663 1.2115
H -2.8662 -1.0126 2.8391
H -3.2352 -1.2204 1.0584
H -1.7452 -0.5002 1.6822
*
```

=====

2.
DFT (ωB97M-V with the def2-TZVPD basis set) results for a molecular structure, C22H34BeN2O6P2 in a non-equilibrium geometry.

Output
HOMO level (alpha / beta): -7.179 / -6.385 eV
total energy: -2116.698120 a.u.
relative energy (zero: lowest compared OMol25 entry of this formula, charge and spin): 124.38 kcal per mole

Structure (ORCA input):
```
! RIJCOSX wB97M-V def2-TZVPD def2/J DEFGRID3
* xyz 0 1
P -0.3814 1.5208 -2.9359
P 0.1153 -1.7615 -1.2498
C 0.1073 -0.1552 -3.5227
C -0.5446 -1.3413 -2.8778
H 1.1968 -0.2280 -3.4193
H -0.1367 -0.1726 -4.5959
H -1.6330 -1.2369 -2.8501
H -0.3186 -2.2393 -3.4731
C 1.8653 -1.4314 -1.3078
H 2.4040 -1.7124 -0.3842
H 1.9377 -0.3101 -1.3423
H 2.3448 -1.9124 -2.1953
C -0.3449 -3.5356 -1.3577
H 0.5119 -3.9327 -1.9349
H -1.2662 -3.7178 -1.9627
H -0.4767 -4.0689 -0.3826
C 0.4650 2.3825 -4.4318
H 0.1913 3.4333 -4.5274
H 0.1598 1.9018 -5.3697
H 1.5552 2.3221 -4.4143
C -1.8642 1.4333 -4.1058
H -2.5750 0.6787 -3.7491
H -1.5573 1.1173 -5.1150
H -2.3962 2.3866 -4.2218
Be -0.8397 -1.9620 0.2801
C 1.3102 2.2528 -0.3348
C 1.2490 2.3730 -1.7786
C 1.4715 3.8872 -1.9113
C 0.1777 4.7330 -1.6428
C -1.0635 4.1621 -2.1810
C -1.5310 2.8808 -1.7931
C -1.2719 2.1810 -0.3960
C 0.0339 2.4240 0.3908
C -2.4648 -1.7653 0.0086
H 1.9467 1.3885 -0.0135
H 2.0147 1.7988 -2.3297
H 1.9623 4.2119 -2.8551
H 2.1306 4.2595 -1.0792
H 0.0418 4.7819 -0.5532
H 0.3880 5.7599 -2.0303
H -1.7368 4.8230 -2.7627
H -2.5947 2.7337 -2.0563
H -1.3650 1.0986 -0.5922
H -2.1187 2.3904 0.2703
H -0.0672 3.3609 0.9785
H 0.0073 1.6164 1.1428
H -2.7625 -2.4395 -0.8137
H -2.6253 -0.7149 -0.2211
H -2.8570 -2.0802 0.9731
O -0.2041 -1.4804 1.6332
C -0.1927 -2.5666 2.4175
O -0.6918 -3.6422 2.0111
C 0.4337 -2.4577 3.7797
C 0.4404 -3.6388 4.5391
C 0.7780 -3.5801 5.9028
C 1.1360 -2.3764 6.5080
C 1.1074 -1.2165 5.7277
C 0.7903 -1.2321 4.3574
N 1.2378 0.0423 6.4518
O 1.1677 -0.0071 7.7033
O 1.3837 1.1138 5.8388
N 0.5598 -4.7723 6.7042
O 0.3942 -5.8493 6.0938
O 0.5447 -4.6979 7.9535
H 0.1374 -4.5739 4.0785
H 1.3957 -2.3314 7.5608
H 0.7866 -0.3096 3.7663
*
```

=====

3.
DFT (ωB97M-V with the def2-TZVPD basis set) results for a single C6H6O4 molecule in a non-equilibrium geometry.

Output
HOMO level: -10.546 eV
structure (SMILES): COC(=O)C#CC(=O)OC
total energy: -533.096653 a.u.
relative energy (zero: lowest compared OMol25 entry of this formula, charge and spin): 73.02 kcal per mole

Structure (ORCA input):
```
! RIJCOSX wB97M-V def2-TZVPD def2/J DEFGRID3
* xyz 0 1
C 3.1570 -1.1682 2.2679
C 1.9844 -1.0543 0.1907
C 0.6987 -0.5332 -0.4797
C -0.2895 0.1697 -0.7299
C -1.5536 0.4402 -1.3312
C -3.4239 1.7749 -1.2978
H 4.0547 -1.1896 1.6737
H 2.9449 -2.1211 2.6791
H 3.1334 -0.4971 3.0689
H -4.0479 1.0900 -0.6212
H -3.6176 1.4261 -2.3398
H -3.6724 2.8355 -1.0852
O 2.0396 -0.6863 1.4696
O 2.7879 -1.6790 -0.4794
O -2.1313 -0.4457 -2.0043
O -2.0645 1.6382 -0.9814
*
```

=====

4.
DFT (ωB97M-V with the def2-TZVPD basis set) results for a molecular structure, C54H67N2O3P2S3Si2Ti in a non-equilibrium geometry.

Output
HOMO level (alpha / beta): -9.496 / -9.493 eV
total energy: -5738.570218 a.u.
relative energy (zero: lowest compared OMol25 entry of this formula, charge and spin): 91.07 kcal per mole

Structure (ORCA input):
```
! RIJCOSX wB97M-V def2-TZVPD def2/J DEFGRID3
* xyz 1 1
Ti 0.3423 -0.6564 0.5780
C 2.8656 -3.7130 -3.2091
O 1.9929 -3.0388 -2.3272
C 0.7091 -3.4901 -2.1849
C 0.2493 -4.6836 -2.7059
C -1.0312 -5.1487 -2.4092
C -1.8662 -4.4079 -1.6124
C -1.4461 -3.1644 -1.1117
C -2.3886 -2.2525 -0.5551
N -2.1101 -1.0973 -0.0199
N -3.2265 -0.3113 -0.1659
C -3.1271 0.9477 -0.3375
O -1.9802 1.6471 -0.2332
C -4.3170 1.6543 -0.8190
C -4.2498 2.9854 -1.2302
C -5.3643 3.6115 -1.7574
C -6.5584 2.9187 -1.8757
C -6.6424 1.6008 -1.4481
C -5.5307 0.9696 -0.9268
C -0.1420 -2.6805 -1.3826
O 0.2257 -1.5175 -0.9104
H 3.7736 -3.1125 -3.2512
H 2.4445 -3.7828 -4.2148
H 3.1141 -4.7138 -2.8470
H 0.9073 -5.2962 -3.2991
H -1.3526 -6.0980 -2.8074
H -2.8539 -4.7628 -1.3572
H -3.4358 -2.4284 -0.8125
H -3.3217 3.5257 -1.1339
H -5.3047 4.6431 -2.0746
H -7.4260 3.4024 -2.2997
H -7.5819 1.0740 -1.5303
H -5.5685 -0.0555 -0.5962
C 2.1173 3.0470 -3.6985
C 2.4734 2.5048 -2.3288
S 1.3858 1.1297 -1.8170
C 1.9774 -0.1221 -3.0162
C 1.0052 -0.3810 -4.1662
S -0.7209 0.0385 -3.7240
C -1.1597 1.3033 -4.9787
C -0.1691 2.4140 -5.2780
S 0.3364 3.4465 -3.8512
H 2.3755 2.3470 -4.4902
H 2.6585 3.9797 -3.8617
H 2.3361 3.2795 -1.5833
H 3.5104 2.1665 -2.2982
H 2.1075 -1.0225 -2.4223
H 2.9466 0.2041 -3.3922
H 1.0210 -1.4376 -4.4353
H 1.2546 0.2056 -5.0459
H -2.0853 1.7201 -4.5834
H -1.3819 0.7715 -5.9072
H -0.6509 3.0978 -5.9771
H 0.7366 2.0465 -5.7564
C -1.7333 -0.3141 3.2079
C -2.2680 0.8705 2.4303
P -0.9463 1.7124 1.0529
C 0.1709 2.9672 0.0457
C 1.4392 3.2019 0.5686
C 2.1056 4.3997 0.3472
C 1.5061 5.3914 -0.4090
C 0.2647 5.1572 -0.9776
C -0.3929 3.9653 -0.7468
C -1.4704 3.3341 1.8596
C -2.8080 3.7017 1.7516
C -3.2569 4.9173 2.2309
C -2.3747 5.7879 2.8449
C -1.0473 5.4239 2.9811
C -0.6010 4.2116 2.4895
P 0.1114 -0.3651 3.1455
C 0.7715 1.2572 3.6925
C 2.0898 1.4763 3.2934
C 2.8223 2.5268 3.8145
C 2.2454 3.3567 4.7605
C 0.9390 3.1404 5.1701
C 0.1964 2.0984 4.6377
C 0.5511 -1.1398 4.7624
C 1.7110 -1.9018 4.8103
C 2.2062 -2.3595 6.0183
C 1.5560 -2.0392 7.1973
C 0.4155 -1.2532 7.1595
C -0.0914 -0.8070 5.9531
H -2.0825 -1.2640 2.7775
H -2.0690 -0.2822 4.2495
H -2.4456 1.6793 3.1414
H -3.2290 0.6231 1.9745
H 1.9167 2.4290 1.1575
H 3.0857 4.5599 0.7737
H 2.0103 6.3322 -0.5700
H -0.1996 5.9158 -1.5892
H -1.3628 3.8113 -1.1927
H -3.5208 3.0350 1.2914
H -4.3003 5.1759 2.1202
H -2.7189 6.7411 3.2151
H -0.3468 6.0926 3.4596
H 0.4435 3.9659 2.5811
H 2.5318 0.7914 2.5762
H 3.8381 2.6883 3.4840
H 2.8140 4.1713 5.1816
H 0.4941 3.7901 5.9077
H -0.8250 1.9584 4.9597
H 2.2233 -2.1252 3.8883
H 3.1071 -2.9533 6.0396
H 1.9410 -2.3865 8.1434
H -0.0750 -0.9738 8.0802
H -0.9744 -0.1859 5.9633
C 1.5478 -5.1268 0.3363
Si 1.5317 -3.6907 1.6100
C -0.2969 -3.5382 2.1961
C 2.5645 -4.4751 3.0221
C 2.0781 -1.9858 0.9208
Si 3.8811 -1.4325 1.2779
C 4.0523 0.2113 0.2992
C 4.9903 -2.7805 0.4986
C 4.6349 -1.1594 3.0227
H 1.6396 -6.0816 0.8440
H 2.3908 -5.0514 -0.3414
H 0.6440 -5.1733 -0.2562
H -0.8356 -4.4737 2.0810
H -0.8196 -2.7789 1.6034
H -0.3560 -3.2617 3.2475
H 2.9165 -5.4495 2.7050
H 1.9695 -4.6275 3.9146
H 3.4400 -3.9065 3.3018
H 2.2097 -2.2168 -0.1499
H 4.3570 0.0127 -0.7250
H 4.7892 0.8849 0.7258
H 3.0906 0.7333 0.2600
H 4.7405 -2.9489 -0.5438
H 4.8592 -3.7241 1.0177
H 6.0422 -2.5239 0.5486
H 4.0599 -0.5235 3.6875
H 5.6137 -0.6997 2.9041
H 4.7979 -2.1043 3.5313
*
```

=====

5.
DFT (ωB97M-V with the def2-TZVPD basis set) results for 2 unconnected molecules or ions with the total composition C14H21BCl2FNO6S in a non-equilibrium geometry.

Output
HOMO level: -9.149 eV
structure (SMILES): C[C@H](Cl)CC1=C(Cl)C(=O)C(B(N)O)=C(CCF)C1=O.CCOS(C)(=O)=O
total energy: -2495.488649 a.u.

Structure (ORCA input):
```
! RIJCOSX wB97M-V def2-TZVPD def2/J DEFGRID3
* xyz 0 1
C -0.9217 -6.3001 0.0348
C -2.1907 -5.6794 -0.7395
Cl -2.9782 -7.1130 -1.6259
C -1.8038 -4.6219 -1.8716
C -1.1719 -3.2782 -1.3069
C 0.2168 -3.0800 -1.3460
Cl 1.4217 -4.2548 -2.0340
C 0.8194 -1.7001 -0.7861
O 1.8501 -1.3009 -1.3418
C 0.0609 -0.9061 0.3852
B 0.8797 0.0299 1.4236
N 2.3623 0.2031 1.1681
O 0.3669 0.6826 2.5924
C -1.3552 -1.1146 0.3902
C -2.3142 -0.3920 1.4207
C -2.7103 1.0444 0.8312
F -1.7573 2.0642 1.1440
C -2.0270 -2.1004 -0.6675
O -3.2226 -2.0227 -1.0054
H -1.0834 -6.1158 1.1550
H -0.9069 -7.4391 -0.0784
H 0.0676 -5.8287 -0.2621
H -2.8996 -5.2417 0.0370
H -1.1027 -5.1687 -2.5950
H -2.7598 -4.4417 -2.4805
H 2.8072 -0.7248 1.1691
H 2.5245 0.7077 0.2897
H 0.0692 0.0002 3.2297
H -3.2953 -0.9903 1.4437
H -1.9425 -0.3684 2.4882
H -3.7301 1.3960 1.1804
H -2.7235 0.9470 -0.3116
O 2.5868 2.9445 0.4753
S 1.5012 3.8724 0.2899
O 0.5853 3.7555 -0.8130
O 2.0871 5.3788 0.3241
C 3.1584 5.7115 -0.5588
C 2.6640 5.9497 -1.9734
C 0.5702 3.9668 1.7906
H 3.9334 4.9403 -0.5351
H 3.6070 6.6310 -0.1761
H 2.2972 5.0242 -2.4220
H 3.4692 6.3348 -2.6027
H 1.8359 6.6620 -1.9791
H 1.2574 4.1146 2.6224
H 0.0322 3.0284 1.9110
H -0.1350 4.7936 1.7158
*
```

=====

6.
DFT (ωB97M-V with the def2-TZVPD basis set) results for a single C5H6N2O molecule in a non-equilibrium geometry.

Output
HOMO level: -7.335 eV
structure (SMILES): N/C=C1/NC=CC1=O
total energy: -378.728256 a.u.
relative energy (zero: lowest compared OMol25 entry of this formula, charge and spin): 89.54 kcal per mole

Structure (ORCA input):
```
! RIJCOSX wB97M-V def2-TZVPD def2/J DEFGRID3
* xyz 0 1
C -1.4339 -0.9442 -0.1073
C -0.1443 -0.4532 -0.2154
C 2.1651 -0.5642 0.0858
C 1.8471 0.7011 0.1300
C 0.3448 0.9442 0.0583
H -3.4782 -0.3210 0.7492
H -2.3524 0.8449 -0.0544
H -1.9394 -1.8648 0.4447
H 0.8400 -2.3934 0.0868
H 3.0957 -0.9320 -0.2853
H 2.5190 1.5173 -0.1916
N -2.5895 -0.1470 -0.0381
N 0.9676 -1.1878 0.0061
O -0.5004 1.7988 -0.0292
*
```